1.
Below is C20H24BrF13MgN4O3S as an isolated structure in a non-equilibrium geometry, with properties calculated with wB97M-V/def2-TZVPD.

Geometry as XYZ:
```
67
Properties=species:S:1:pos:R:3:forces:R:3
C 4.449337 2.037248 0.160548 -1.39 -1.32 0.49
C 4.172406 0.434197 -0.205543 -1.29 -2.82 -0.94
C 5.319712 -0.740221 -0.184369 -4.52 -0.72 -0.98
C 4.822876 -2.279628 -0.542612 -2.37 2.46 0.06
C 3.242568 -2.674277 -0.918342 1.23 3.71 1.12
C 2.073255 -1.478381 -0.935041 4.59 0.16 1.39
C 0.509865 -1.825108 -1.270926 2.59 0.19 -3.20
N -0.410511 -1.922818 -0.072935 0.31 -3.16 -0.25
Br -0.735635 -0.178583 0.521970 -0.61 3.69 1.07
C 0.008125 -2.908591 0.988412 1.60 -2.89 2.15
C 0.995995 -2.333648 2.156814 0.93 -0.08 0.31
C 0.290984 -2.158205 3.638190 1.78 0.64 1.40
F 1.321069 -1.454695 4.490183 -3.56 -2.27 -2.59
F -0.905872 -1.288763 3.653905 3.56 -3.29 0.08
F 0.110412 -3.495684 4.245908 -0.16 4.69 -1.92
S -1.943810 -2.555349 -0.726224 -0.92 -7.88 -8.65
O -2.214683 -2.086812 -2.186769 0.87 0.19 6.27
O -1.755610 -4.119813 -0.824753 -0.46 6.32 1.79
C -3.417853 -2.264082 0.387067 -3.38 -1.88 3.72
F -3.066351 -2.124674 1.848331 -0.81 -0.13 -4.99
F -4.234989 -3.534863 0.328124 3.26 4.55 0.03
C -4.435859 -1.076670 -0.139699 -1.91 -0.30 -2.81
F -3.765042 0.061702 -0.805671 -1.70 -3.41 2.24
F -5.308716 -1.727957 -1.184093 3.26 2.26 3.51
C -5.448307 -0.485297 1.004189 -3.51 0.36 -0.01
F -6.683059 -0.024226 0.264915 4.26 -1.51 2.46
F -5.930513 -1.485529 1.992633 2.27 3.49 -3.51
C -4.858304 0.905289 1.722095 -1.47 2.22 2.63
F -3.456568 0.776833 2.182169 -4.61 0.60 -1.95
F -5.075799 2.113129 0.841996 1.41 -4.49 3.00
F -5.708931 1.166523 2.938538 3.35 -1.01 -4.48
C 2.626958 0.040261 -0.582854 1.50 -2.29 0.03
H 4.288099 2.109790 1.339312 0.75 -0.03 -2.55
H 5.498376 2.418292 -0.191615 -2.20 -0.82 0.74
H 3.539446 2.647993 -0.304212 2.26 -1.23 0.78
H 6.434190 -0.449858 0.088486 -2.53 -0.89 -0.61
H 5.629774 -3.145690 -0.503963 -2.02 2.00 -0.16
H 3.001266 -3.807800 -1.149868 0.48 2.66 0.47
H 0.433782 -2.843163 -1.874138 0.30 1.97 1.48
H 0.144567 -0.987031 -2.038905 0.39 -1.86 2.09
H 0.591244 -3.789961 0.436307 -1.41 2.05 1.09
H -0.895474 -3.445797 1.543684 1.62 1.47 -1.53
H 1.603061 -1.353284 1.847383 -1.64 -2.07 0.84
H 1.843248 -3.161272 2.311454 -2.03 1.82 -0.17
H 1.796075 0.897061 -0.595048 2.18 -1.89 0.02
C 9.785504 -0.683103 0.050322 -0.62 3.39 1.45
O 8.775508 -0.522340 0.716350 -0.16 -0.69 -0.57
N 10.712506 0.278801 -0.115581 0.04 0.18 -0.41
N 10.068274 -1.837683 -0.581549 0.76 -2.12 1.26
H 11.547530 0.154828 -0.662564 0.11 0.09 0.15
H 10.545723 1.165051 0.339447 0.11 -0.14 -0.04
H 9.402404 -2.591354 -0.487485 -0.13 -0.28 0.03
H 10.898079 -1.978755 -1.132260 0.43 -0.17 -0.15
C -8.528572 5.379010 -2.035010 -0.09 0.10 -0.10
C -7.535394 4.244534 -1.821612 -0.47 -0.10 -0.10
C -6.139364 4.734012 -1.437556 0.00 -0.23 0.07
C -5.508771 5.520026 -2.508051 0.55 0.75 -0.74
N -5.019238 6.147123 -3.351940 -0.55 -0.87 1.04
H -8.226747 6.025225 -2.865639 -0.01 -0.06 0.13
H -9.516809 4.975377 -2.273667 0.13 0.09 0.05
H -8.621046 5.995616 -1.135236 -0.01 -0.05 -0.11
H -7.485662 3.632904 -2.730738 0.11 0.07 0.17
H -7.913303 3.596622 -1.021275 0.20 0.05 -0.08
H -5.509364 3.865255 -1.215203 0.07 0.16 -0.08
H -6.192440 5.330388 -0.519714 0.06 0.06 -0.20
F 10.983191 -2.066063 1.519690 -0.55 -0.25 -1.81
Mg -1.016809 2.233937 -0.425764 -0.24 0.74 0.10
```
Positions in Å, forces in eV/Å.

As for the spin multiplicity: 1. Its total energy is -154838.654 eV. The total charge is +2. As for the HOMO energy: -13.13 eV. The value obtained for the HOMO-LUMO gap is 0.0484 Ha.



2.
Below is one molecule with the formula C20H24ClN3O3S, with properties calculated with wB97M-V/def2-TZVPD.

Geometry as XYZ:
```
52
Properties=species:S:1:pos:R:3:forces:R:3
C 4.844993 -3.509389 1.358480 0.00 0.00 0.00
O 3.599100 -2.905234 1.094600 0.00 0.00 0.00
C 3.184248 -2.073557 2.158505 0.00 0.00 0.00
C 1.902941 -1.402478 1.781099 0.00 0.00 0.00
C 0.745282 -1.471750 2.502753 0.00 0.00 0.00
S -0.529271 -0.582941 1.804595 0.00 0.00 0.00
C 0.481138 -0.095499 0.499938 0.00 0.00 0.01
C -0.045265 0.771143 -0.556127 0.00 0.00 -0.01
O -1.190297 1.157027 -0.573508 0.00 0.00 0.00
N 0.905264 1.106519 -1.584177 0.01 0.00 0.01
C 0.404253 0.628374 -2.880061 0.00 0.01 0.00
C 1.474508 0.817864 -3.937727 0.00 0.00 0.00
C 1.874271 2.284265 -4.017042 0.00 0.00 0.00
C 2.281622 2.810586 -2.645912 0.00 0.00 -0.01
N 2.595375 4.224537 -2.739265 0.00 0.01 0.02
C 3.694653 4.779665 -2.165772 0.00 0.00 0.00
O 4.503933 4.136142 -1.520411 0.00 0.00 0.00
C 3.851081 6.261242 -2.365879 0.00 0.00 0.00
C 3.312997 6.942393 -3.454824 0.00 0.00 0.00
C 3.512640 8.307660 -3.565042 0.00 0.00 0.00
C 4.233030 8.983239 -2.597271 0.00 0.00 0.00
Cl 4.474296 10.698694 -2.758883 0.00 0.00 0.00
C 4.788211 8.321803 -1.498394 0.01 0.01 0.01
N 5.468979 9.003652 -0.508662 0.00 0.00 -0.01
C 4.584037 6.944838 -1.411924 0.00 0.00 0.00
C 1.190920 2.552503 -1.597014 -0.01 0.00 0.00
C 1.623822 3.023042 -0.217252 0.00 0.00 0.00
C 1.743966 -0.603713 0.620360 0.00 0.00 -0.01
H 5.097318 -4.125382 0.498678 0.00 0.00 0.00
H 5.628846 -2.756810 1.504119 0.00 0.00 0.00
H 4.798973 -4.143124 2.251930 0.00 0.00 0.00
H 3.047829 -2.660980 3.075824 0.00 0.00 0.00
H 3.960747 -1.322310 2.361578 0.00 0.00 0.00
H 0.587997 -2.017978 3.420386 0.00 0.00 0.00
H 0.149361 -0.427917 -2.775171 0.00 0.00 0.00
H -0.512760 1.164182 -3.164475 0.00 0.00 0.00
H 2.344721 0.209243 -3.679135 0.00 0.00 0.00
H 1.103514 0.469686 -4.903441 0.00 0.00 0.00
H 2.695237 2.434895 -4.720377 0.00 0.00 0.00
H 1.022432 2.871931 -4.382298 0.00 0.00 0.00
H 3.193144 2.313409 -2.309920 0.00 0.00 0.00
H 1.907148 4.836755 -3.144318 0.00 0.00 -0.01
H 2.779406 6.420404 -4.237914 0.00 0.00 0.00
H 3.120528 8.859578 -4.408162 0.00 0.00 0.00
H 6.092627 8.449155 0.053043 0.00 0.00 0.00
H 5.834332 9.907125 -0.760880 0.00 0.00 0.00
H 5.005893 6.384907 -0.586406 0.00 0.00 0.00
H 0.283573 3.104198 -1.900656 0.00 0.00 0.00
H 1.856662 4.086579 -0.237202 0.00 0.00 0.00
H 0.833527 2.874491 0.519561 0.00 0.00 0.00
H 2.515552 2.485135 0.106523 0.00 0.00 0.00
H 2.518259 -0.412010 -0.107363 0.00 0.00 0.00
```
Positions in Å, forces in eV/Å.

As for the spin multiplicity: 1. Its total energy is -55100.951 eV. The total charge is 0. As for the HOMO energy: -8.45 eV. The energy relative to the best compared isomer or geometry (same formula, charge and spin) comes out at 19.16 kJ/mol. The value obtained for the HOMO-LUMO gap is 0.3181 Ha. As for the SMILES: COCc1csc(C(=O)N2CCC[C@@H](NC(=O)c3ccc(Cl)c(N)c3)[C@@H]2C)c1.



3.
Below is one molecule with the formula C20H24ClN3O6S, with properties calculated with wB97M-V/def2-TZVPD.

Geometry as XYZ:
```
55
Properties=species:S:1:pos:R:3:forces:R:3
O -2.082347 -3.282711 -1.662037 -0.34 -0.27 -0.20
C -1.118478 -2.604837 -1.370679 0.53 0.24 -0.34
C -0.176032 -2.039105 -2.440353 0.07 -0.22 0.04
N -0.362068 -0.615146 -2.650502 0.08 -0.31 -0.14
C -1.520383 -0.201823 -3.429625 -0.25 0.42 0.22
C -2.706598 0.165492 -2.595917 -0.42 -0.89 -0.18
C -3.751943 -0.579840 -2.134979 0.48 0.30 -0.30
C -4.590726 0.315337 -1.426528 0.13 0.58 -0.02
C -3.993846 1.533996 -1.508515 -0.75 -0.37 0.40
O -2.855975 1.456843 -2.215273 0.45 0.22 -0.22
C 0.500524 0.233486 -2.057162 0.09 -0.03 -0.17
O 1.420825 -0.163608 -1.355559 -0.01 -0.05 -0.16
C 0.310959 1.724512 -2.297066 -0.19 -0.07 0.09
N 1.279381 2.504658 -1.572637 -0.07 0.08 0.79
S 1.070628 2.576885 0.092761 0.36 0.54 -0.01
O 1.629541 3.826854 0.510387 0.32 -0.17 -0.06
O -0.322076 2.331711 0.347070 0.04 -0.39 -0.21
C 2.063105 1.284211 0.832688 -0.30 0.44 -0.10
C 1.441542 0.210540 1.433374 -0.02 0.09 0.07
C 2.202542 -0.788758 2.012195 0.03 0.08 0.01
C 3.585539 -0.687154 1.971690 -0.15 0.23 -0.16
Cl 4.547712 -1.928938 2.680838 0.15 -0.20 0.11
C 4.211937 0.399749 1.375901 -0.05 -0.07 -0.02
C 3.438978 1.395585 0.804688 0.00 0.06 0.03
N -0.770199 -2.291265 -0.110881 0.17 0.11 0.49
C -1.499173 -2.813995 1.020601 -0.24 0.09 0.39
C -2.050996 -1.749016 1.968782 -0.36 -0.20 -0.37
C -2.694550 -0.524076 1.298662 0.13 -0.18 0.19
C -2.377771 0.627884 2.266191 0.13 -0.02 0.09
C -1.524180 -0.047885 3.355194 -0.22 0.34 0.19
O -1.008922 -1.228801 2.775650 0.29 -0.21 -0.22
H -0.369258 -2.568325 -3.376612 -0.03 0.03 0.15
H 0.861851 -2.193206 -2.134292 -0.16 -0.02 -0.09
H -1.249753 0.648327 -4.060594 -0.06 -0.12 -0.07
H -1.796871 -1.043260 -4.068553 0.05 0.16 0.02
H -3.893727 -1.632291 -2.270633 0.05 -0.24 -0.08
H -5.511503 0.079825 -0.934494 -0.20 0.03 0.15
H -4.262210 2.495461 -1.119486 0.04 0.19 0.02
H -0.668150 2.035970 -1.929172 0.01 -0.12 -0.33
H 0.392215 1.962298 -3.361998 -0.08 0.00 0.10
H 2.235284 2.270985 -1.796999 0.21 0.03 0.00
H 0.366464 0.166908 1.448397 -0.16 -0.10 0.05
H 1.720548 -1.625783 2.492364 -0.03 -0.08 0.07
H 5.288816 0.461330 1.362683 0.08 0.00 0.02
H 3.892607 2.262973 0.351238 0.17 0.09 -0.01
H 0.046256 -1.723051 0.066556 0.07 -0.05 -0.22
H -2.326543 -3.395875 0.607992 0.12 0.03 0.13
H -0.847833 -3.474308 1.602745 -0.11 -0.04 -0.05
H -2.789601 -2.239931 2.626244 0.10 0.02 -0.07
H -3.761209 -0.670802 1.148937 -0.02 -0.02 -0.06
H -2.232802 -0.345292 0.328649 -0.06 0.00 -0.06
H -1.815455 1.410731 1.759481 -0.09 -0.03 0.08
H -3.277556 1.066105 2.692477 -0.02 0.06 0.03
H -2.146292 -0.309636 4.224084 0.11 0.03 -0.04
H -0.681280 0.556858 3.689424 -0.03 -0.01 0.04
```
Positions in Å, forces in eV/Å.

As for the spin multiplicity: 1. Its total energy is -61242.505 eV. The total charge is 0. As for the HOMO energy: -8.97 eV. The energy relative to the best compared isomer or geometry (same formula, charge and spin) comes out at 0.00 kJ/mol. The value obtained for the HOMO-LUMO gap is 0.3461 Ha. As for the SMILES: O=C(CN(Cc1ccco1)C(=O)CNS(=O)(=O)c1ccc(Cl)cc1)NC[C@@H]1CCCO1.



4.
Below is C20H24F5NaO5SSe as an isolated structure, with properties calculated with wB97M-V/def2-TZVPD.

Geometry as XYZ:
```
57
Properties=species:S:1:pos:R:3:forces:R:3
Na 0.962429 -0.667114 -1.275295 0.05 0.21 -0.35
C 2.731120 0.916367 -2.382154 0.07 0.01 0.06
C 2.831110 -0.007080 -3.447299 -0.03 -0.01 -0.02
C 2.183924 0.555343 -4.565839 0.02 0.00 0.01
C 1.682729 1.816917 -4.192751 -0.04 -0.01 0.02
C 2.011268 2.037382 -2.843709 0.03 0.00 -0.04
H 3.200905 0.815410 -1.409875 -0.02 0.00 0.01
H 3.367236 -0.948104 -3.425531 -0.01 -0.01 0.01
H 2.094030 0.094606 -5.543443 0.00 0.01 0.00
H 1.102053 2.482416 -4.820866 0.01 0.00 -0.01
H 1.768168 2.916518 -2.259886 0.01 0.01 -0.01
C -1.083232 1.181263 1.212768 -0.01 0.02 0.01
O -1.924738 0.705255 0.169321 0.04 -0.03 0.00
C -1.840753 1.488904 -1.004066 0.03 -0.01 0.01
C -2.183363 0.628750 -2.209616 0.00 -0.02 0.02
O -1.004407 0.411606 -2.948868 -0.05 -0.06 0.13
C -1.204929 -0.450999 -4.041956 0.03 -0.01 -0.02
H -1.337414 2.208238 1.498670 0.00 -0.01 0.01
H -0.028068 1.153474 0.929185 0.00 0.02 -0.01
H -1.211044 0.530192 2.073161 -0.01 -0.01 0.00
H -0.820857 1.867294 -1.145129 -0.01 0.01 -0.03
H -2.509088 2.357534 -0.923704 -0.01 -0.01 0.03
H -2.939283 1.104286 -2.853348 0.03 0.05 -0.01
H -2.582742 -0.327512 -1.849501 -0.05 0.02 -0.03
H -2.003130 -0.070152 -4.697040 0.00 0.01 0.00
H -1.470238 -1.457970 -3.698213 -0.01 0.01 0.01
H -0.265148 -0.476545 -4.589698 0.00 -0.01 0.01
O 1.694194 -3.835241 -0.346186 -0.01 0.02 0.01
C 2.234177 -2.880827 0.258768 -0.17 -0.11 -0.02
O 1.758366 -1.740453 0.470769 0.18 -0.08 -0.09
H 3.260063 -3.065517 0.658223 -0.02 0.01 0.05
F 2.609221 5.570545 7.293916 0.01 0.01 0.01
C 2.421244 4.525178 6.457990 0.00 0.00 0.01
C 3.061991 3.320180 6.676490 -0.01 0.02 0.00
F 3.883115 3.198872 7.741741 0.01 0.00 0.01
C 2.859835 2.257449 5.817441 -0.04 0.04 -0.05
F 3.518846 1.125186 6.111546 0.01 -0.02 0.01
C 2.020701 2.318978 4.696547 -0.03 -0.06 0.01
Se 1.756647 0.861809 3.530640 0.03 0.09 0.14
C 1.395128 3.559425 4.520185 0.01 -0.03 0.02
F 0.552698 3.753055 3.491985 -0.01 0.02 -0.01
C 1.581202 4.635172 5.366603 -0.01 0.00 0.00
F 0.943460 5.803726 5.145363 0.00 0.02 0.00
O -0.837124 -2.040193 -1.292916 -0.10 0.08 -0.15
S -1.015632 -2.890297 -0.071842 0.00 -0.13 0.21
C -2.760408 -2.588881 0.406862 -0.01 -0.05 -0.03
C -3.673868 -3.573144 -0.344762 -0.02 0.02 0.01
C -2.825737 -4.267763 -1.413252 0.04 0.01 -0.04
C -1.471500 -4.500226 -0.761900 0.06 -0.01 0.09
H -2.919663 -1.540736 0.156784 0.01 0.00 0.00
H -2.833404 -2.688054 1.490667 0.02 -0.02 0.00
H -4.539487 -3.067850 -0.777009 0.00 0.00 -0.01
H -4.054048 -4.322502 0.355323 -0.01 0.00 -0.01
H -2.687240 -3.607650 -2.271646 -0.01 -0.01 -0.01
H -3.283025 -5.194700 -1.766919 0.00 -0.01 0.01
H -0.652090 -4.776741 -1.421529 0.00 0.01 -0.01
H -1.524199 -5.215083 0.064797 0.00 0.02 0.01
```
Positions in Å, forces in eV/Å.

As for the spin multiplicity: 1. Its total energy is -125552.039 eV. The total charge is -2. As for the HOMO energy: -1.47 eV. The energy relative to the best compared isomer or geometry (same formula, charge and spin) comes out at 45.19 kJ/mol. The value obtained for the HOMO-LUMO gap is 0.1921 Ha.